89
Properties=species:S:1:pos:R:3 method="wB97M-V/def2-TZVPD" max_force_ev_per_a=0.79 de_lowest_ev=1.260 lumo_ev=4.27 total_charge=-2 e_tot_ha=-2635.31964
Tl -0.590 0.706 -1.247
P 1.609 -1.513 -0.066
O -2.536 -0.928 -2.229
O 1.210 -0.482 -2.997
O 3.375 0.153 -3.001
O -2.153 1.073 1.334
O -2.808 -1.428 -5.071
N -3.865 2.406 -0.502
N 1.621 2.472 -2.056
N 0.528 0.809 2.602
N 0.501 3.297 0.755
N -3.894 2.568 0.866
C 2.785 -2.124 -2.551
C -3.239 -0.158 -2.983
C -3.069 1.898 1.637
C -3.394 -0.368 -4.394
C 0.435 -2.714 0.685
C 3.388 -2.936 -3.503
C -1.431 -1.681 -4.797
C -4.687 1.823 -3.267
C 3.042 -4.855 -2.107
C 2.479 -4.041 -1.135
C 4.254 -0.851 0.284
C -1.596 -4.513 1.395
C -3.441 2.820 5.837
C 0.620 -3.618 1.728
C -3.945 3.703 4.887
C 4.445 -1.434 2.984
C 5.437 -0.613 0.964
C -0.789 -2.732 0.005
C 2.294 3.273 -1.047
C 2.333 -2.672 -1.344
C -3.841 3.413 3.535
C 3.501 -4.302 -3.294
C -4.179 0.464 -5.165
C 1.301 4.064 -0.182
C -2.732 1.357 4.063
C 3.148 -1.404 0.943
C -3.915 0.993 -2.458
C 5.544 -0.919 2.315
C -3.230 2.235 3.104
C -3.823 1.231 -1.009
C -1.792 -3.623 0.348
C -0.391 -4.502 2.082
C 1.565 1.837 2.466
C -2.834 1.645 5.417
C 3.252 -1.658 2.308
C 0.998 3.215 2.122
C 2.441 -0.672 -2.886
C -4.845 1.561 -4.617
H -5.463 2.194 -5.244
H 1.873 4.836 0.358
H 1.559 -3.659 2.264
H -5.181 2.667 -2.800
H -0.231 -5.194 2.902
H -4.268 0.240 -6.224
H -3.771 0.344 -0.377
H -2.376 -5.210 1.677
H 6.278 -0.177 0.437
H -0.809 -0.827 -5.090
H -1.255 -1.876 -3.744
H 2.884 2.606 -0.414
H 0.180 3.413 2.819
H -1.158 -2.550 -5.397
H 3.748 -2.489 -4.422
H 4.512 -1.655 4.043
H -0.265 1.061 2.011
H 3.934 -4.939 -4.057
H -0.973 -2.051 -0.819
H 2.139 -4.488 -0.209
H 6.475 -0.748 2.844
H 1.287 3.055 -2.814
H -4.220 4.088 2.780
H 4.178 -0.585 -0.767
H -4.410 4.629 5.208
H 2.985 4.012 -1.485
H 0.622 4.572 -0.873
H 2.142 1.886 3.394
H 2.383 -1.994 2.854
H 3.120 -5.923 -1.938
H 0.152 0.825 3.543
H 2.226 1.750 -2.449
H -2.261 0.445 3.715
H -2.431 0.952 6.149
H -2.719 -3.607 -0.212
H 2.253 1.536 1.669
H -0.473 3.551 0.728
H 1.768 3.985 2.286
H -3.522 3.048 6.894



83
Properties=species:S:1:pos:R:3 method="wB97M-V/def2-TZVPD" max_force_ev_per_a=4.80 lumo_ev="2.34 / 2.34" total_charge=-1 e_tot_ha=-3000.48806
Zr -0.043 -0.613 0.893
S 2.467 -1.024 1.934
S 0.771 1.896 1.329
P 2.512 0.980 1.800
Si -0.992 -1.428 -1.859
N -2.198 0.259 0.169
C -1.703 -2.233 -3.443
C 2.644 3.033 3.683
C 5.996 2.360 -0.857
C 3.191 3.704 4.754
C 1.420 2.394 -3.185
C 4.712 1.878 5.111
C 0.196 2.102 -3.761
C -1.562 -2.518 2.626
C -3.983 1.622 1.376
C -0.692 -3.643 2.398
C 3.815 1.474 0.634
C 4.169 1.201 4.042
C -1.986 1.610 -0.353
C -1.031 -1.235 2.622
C -3.368 -4.147 2.907
C -2.924 -2.847 2.909
C -2.544 -0.710 -0.889
C 4.729 0.553 0.103
C -0.028 -2.365 -0.590
C -1.162 -4.929 2.411
C 3.115 1.767 3.320
C -1.081 -2.145 -4.691
C -3.249 2.297 -0.899
C 4.233 3.135 5.475
C -0.475 0.950 -3.390
C 5.076 3.276 -0.351
C 1.272 0.392 -1.860
C 5.802 0.998 -0.635
C -4.467 2.035 -0.005
C 4.003 2.843 0.389
C -2.506 -5.208 2.658
C 1.965 1.532 -2.247
C -3.359 -3.689 -4.456
C 0.036 0.082 -2.428
C -2.737 -3.570 -5.689
C -3.208 0.309 1.268
C -2.842 -3.034 -3.355
C -1.590 -2.797 -5.800
H -2.859 -6.231 2.670
H -3.619 -2.043 3.129
H -4.828 1.469 2.047
H 2.811 4.678 5.032
H 0.370 -3.439 2.232
H -5.108 2.918 0.055
H -2.987 -1.582 -0.397
H -1.230 1.589 -1.141
H 5.206 4.334 -0.538
H -3.041 3.366 -0.945
H -1.432 0.716 -3.837
H 1.736 -0.291 -1.139
H 6.502 0.284 -1.046
H -2.665 0.122 2.218
H -3.310 -0.304 -1.563
H 1.824 3.457 3.122
H -0.187 -1.545 -4.792
H 4.665 3.662 6.314
H -0.243 2.774 -4.487
H -0.546 -3.252 -0.209
H -1.102 -2.702 -6.762
H -4.414 -4.349 3.112
H 0.976 -2.671 -0.909
H 5.521 1.433 5.676
H 2.929 1.761 -1.813
H -3.330 -3.137 -2.395
H 1.960 3.284 -3.473
H -3.923 -0.506 1.127
H 6.858 2.703 -1.410
H -3.139 -4.074 -6.556
H -4.255 -4.290 -4.363
H -0.475 -5.748 2.226
H 3.281 3.544 0.784
H -3.354 2.407 1.798
H 4.528 0.223 3.755
H -1.583 2.209 0.468
H -3.445 1.961 -1.918
H 4.576 -0.503 0.277
H -5.068 1.223 -0.419



92
Properties=species:S:1:pos:R:3 method="wB97M-V/def2-TZVPD" max_force_ev_per_a=3.99 de_lowest_ev=0.000 lumo_ev="-3.26 / -5.74" total_charge=+1 multiplicity=5 e_tot_ha=-5868.88643
Pt -1.588 0.281 -0.875
Se 4.223 -4.628 -1.777
S -3.450 1.730 -1.183
S -4.449 3.343 0.988
P -0.013 0.514 -2.565
F 7.446 -2.658 -5.336
F 8.950 -1.509 -3.334
F 5.312 -4.223 -4.544
F 8.280 -1.624 -0.813
F 6.110 -3.035 -0.035
O -2.219 -1.788 -1.127
N -3.431 0.981 1.475
N 1.117 -2.216 0.619
N -2.803 -0.113 0.931
C 0.122 -0.511 -5.280
C -2.135 5.094 4.631
C -2.656 3.092 5.884
C -3.502 -1.105 3.043
C -2.121 -2.697 -0.198
C -3.836 1.784 0.497
C 1.727 -0.024 -2.068
C -0.361 -0.749 4.890
C 6.019 -3.548 -3.692
C -3.696 3.539 3.716
C -1.917 4.306 5.729
C 7.077 -2.756 -4.057
C -1.854 -4.017 -0.587
C 6.422 -3.022 -1.345
C 7.841 -2.188 -3.032
C -0.128 3.256 -1.910
C -1.864 -3.385 2.112
C 0.516 -0.786 2.679
C 5.690 -3.678 -2.318
C -2.967 4.736 3.575
C -2.734 -1.172 1.710
C 0.180 -1.470 3.821
C 0.284 0.589 2.497
C -1.490 -4.941 0.333
C 7.511 -2.265 -1.682
C -2.142 -0.402 -4.106
C 2.303 0.997 -1.123
C -0.601 -0.572 -3.902
C -2.108 -2.301 1.217
C 2.761 -0.421 -3.086
C -0.191 1.286 3.613
C -4.784 3.097 2.780
C -1.638 -4.649 1.704
C 0.050 2.279 -3.088
C -3.585 2.796 4.887
C 1.194 2.703 -3.972
C 0.970 -1.524 1.497
C -0.495 0.625 4.802
H -2.877 -0.393 3.627
H 1.656 1.315 -0.286
H -3.128 5.294 2.593
H -1.449 5.895 4.498
H -0.424 -1.587 -3.473
H 0.461 1.063 1.443
H -0.065 4.306 -2.216
H -2.286 0.613 -4.294
H 1.068 3.740 -4.271
H 2.555 -1.350 -3.446
H -2.069 -3.219 3.151
H -4.269 1.934 4.993
H 2.849 0.330 -3.897
H -0.415 2.344 3.511
H -1.082 -5.975 0.164
H 2.183 2.601 -3.533
H 2.602 1.882 -1.733
H -5.805 3.494 3.071
H -1.215 4.673 6.508
H -0.517 -1.232 5.822
H -2.681 -0.623 -3.179
H 1.630 -1.020 -1.592
H -2.429 -0.966 -4.975
H 1.192 2.157 -4.917
H -4.496 -0.624 2.820
H -1.100 1.044 5.578
H -1.010 3.041 -1.312
H -1.781 -4.317 -1.607
H 3.718 -0.356 -2.563
H -0.370 0.280 -5.805
H -3.484 -2.016 3.595
H -4.890 1.957 2.857
H 0.273 -2.570 3.919
H -0.810 2.188 -3.732
H 0.773 3.151 -1.286
H -2.517 2.434 6.700
H -0.168 -1.337 -5.813
H 1.238 -0.369 -5.250
H -1.437 -5.377 2.502
H 3.236 0.545 -0.770



91
Properties=species:S:1:pos:R:3 method="wB97M-V/def2-TZVPD" max_force_ev_per_a=3.61 de_lowest_ev=2.966 lumo_ev="-3.93 / -4.18" total_charge=+1 multiplicity=3 e_tot_ha=-2299.36815
Mo 10.467 11.322 11.754
O 9.478 9.121 14.420
O 13.091 7.695 9.318
O 11.762 5.513 9.302
O 12.840 9.951 9.668
O 9.863 5.119 10.475
N 11.647 12.346 10.968
N 12.903 11.994 14.144
N 10.249 9.412 11.033
N 9.428 7.427 11.378
N 7.431 15.253 11.092
N 11.271 10.368 13.570
N 11.565 8.120 14.321
C 15.597 14.817 11.748
C 9.683 13.437 14.049
C 16.602 13.836 11.866
C 7.936 9.235 12.098
C 8.691 11.382 9.518
C 10.640 14.015 14.896
C 10.636 7.245 10.710
C 7.099 13.879 11.824
C 11.217 8.439 10.576
C 7.338 12.672 10.966
C 14.386 14.475 11.224
C 10.461 13.481 16.200
C 12.456 8.740 9.758
C 12.251 13.845 6.087
C 12.651 12.861 10.275
C 11.237 13.277 8.210
C 10.796 5.857 10.168
C 12.513 10.702 13.988
C 14.981 12.192 11.053
C 6.187 12.210 10.300
C 16.282 12.541 11.541
C 13.989 13.183 10.909
C 8.769 15.374 10.461
C 12.489 13.240 8.824
C 13.648 13.492 8.029
C 6.292 15.710 10.196
C 11.050 6.713 14.402
C 9.231 8.738 11.561
C 6.283 11.242 9.277
C 10.677 9.179 14.143
C 13.493 13.854 6.681
C 11.138 13.528 6.883
C 7.565 10.975 8.783
C 9.315 12.626 16.229
C 13.463 9.590 14.119
C 8.569 12.067 10.737
C 12.928 8.299 14.213
C 8.840 12.666 14.895
H 11.165 13.632 16.989
H 11.120 6.369 15.430
H 6.486 16.736 9.942
H 9.683 11.192 9.208
H 14.397 14.221 6.196
H 7.996 12.090 14.513
H 5.383 15.695 10.788
H 9.558 13.486 12.970
H 14.499 9.779 14.325
H 12.144 12.669 14.295
H 15.842 15.858 11.928
H 12.039 14.021 5.032
H 7.745 10.521 7.793
H 7.321 9.718 11.323
H 8.933 16.452 10.318
H 9.041 11.956 17.021
H 7.692 13.964 12.751
H 17.601 14.143 12.174
H 14.667 13.421 8.527
H 10.330 13.239 8.848
H 8.784 6.628 11.492
H 6.202 15.062 9.289
H 7.444 8.335 12.438
H 13.560 7.387 14.059
H 5.390 10.770 8.921
H 11.681 6.063 13.718
H 8.108 9.883 12.964
H 13.661 12.121 14.782
H 17.011 11.737 11.696
H 11.448 14.663 14.585
H 12.368 6.433 9.208
H 9.559 15.036 11.150
H 13.746 15.259 10.836
H 8.812 14.800 9.508
H 9.954 6.746 14.211
H 6.029 13.967 12.118
H 5.247 12.689 10.498
H 14.779 11.139 10.825
H 10.150 13.472 6.384
H 7.396 15.916 11.835



How do the records compare in M? In the order shown, they have 881.117; 724.155; 1018.894; 770.722 g/mol.